Entry 1:
{
  "formula": "C42H70F3N2O52S11",
  "method": "wB97M-V/def2-TZVPD",
  "molar_mass_g_mol": 1844.72,
  "charge": 1,
  "homo_energy_ha": -0.431,
  "homo_lumo_gap_ev": 7.121,
  "species": ["C", "C", "C", "O", "C", "C", "C", "C", "O", "O", "C", "C", "O", "O", "C", "C", "O", "C", "N", "C", "N", "C", "C", "O", "C", "C", "C", "O", "C", "C", "F", "F", "F", "H", "H", "H", "H", "H", "H", "H", "H", "H", "H", "H", "H", "H", "H", "H", "H", "H", "H", "H", "H", "H", "H", "H", "H", "H", "H", "C", "C", "O", "S", "O", "O", "O", "H", "H", "H", "H", "C", "C", "O", "S", "O", "O", "O", "H", "H", "H", "H", "C", "C", "O", "S", "O", "O", "O", "H", "H", "H", "H", "C", "C", "O", "S", "O", "O", "O", "H", "H", "H", "H", "C", "C", "O", "S", "O", "O", "O", "H", "H", "H", "H", "C", "C", "O", "S", "O", "O", "O", "H", "H", "H", "H", "C", "C", "O", "S", "O", "O", "O", "H", "H", "H", "H", "C", "C", "O", "S", "O", "O", "O", "H", "H", "H", "H", "C", "C", "O", "S", "O", "O", "O", "H", "H", "H", "H", "C", "C", "O", "S", "O", "O", "O", "H", "H", "H", "H", "C", "C", "O", "S", "O", "O", "O", "H", "H", "H", "H"],
  "positions_angstrom": [[-2.051, -2.605, -3.285], [-2.940, -2.527, -1.899], [-1.940, -2.827, -0.594], [-1.075, -1.651, -0.413], [0.276, -2.012, 0.044], [0.389, -2.416, 1.630], [0.990, -3.924, 1.968], [1.511, -5.009, 0.850], [0.669, -5.760, 0.092], [2.974, -5.183, 0.718], [3.515, -4.297, -0.358], [4.671, -3.257, 0.167], [5.940, -3.731, 0.217], [4.464, -1.878, 0.637], [4.349, -0.918, -0.472], [5.340, -0.801, -1.773], [3.350, -0.003, -0.392], [1.103, -4.349, 3.547], [1.649, -5.691, 4.060], [0.603, -3.268, 4.674], [0.054, -1.861, 4.356], [-0.310, -1.014, 5.558], [-1.445, -1.737, 6.552], [-2.748, -1.811, 6.201], [-0.053, -1.414, 2.895], [-0.597, 0.095, 2.505], [0.779, 1.009, 2.249], [0.505, 2.469, 2.287], [0.676, 2.897, 3.689], [-0.555, 3.988, 3.976], [0.071, 5.331, 3.981], [-1.200, 3.598, 5.253], [-1.562, 3.787, 2.887], [-1.423, -1.598, -3.333], [-2.721, -2.744, -4.249], [-1.274, -3.506, -3.214], [-3.825, -3.294, -1.957], [-3.418, -1.455, -1.870], [-1.356, -3.833, -0.729], [-2.675, -2.859, 0.344], [0.981, -1.065, -0.124], [0.678, -2.838, -0.690], [4.062, -5.042, -1.113], [2.659, -3.787, -0.999], [6.233, -0.074, -1.505], [5.701, -1.824, -2.216], [4.720, -0.241, -2.617], [2.701, -5.550, 4.124], [1.351, -5.714, 5.082], [0.667, -3.597, 5.809], [0.674, -0.961, 6.230], [-0.590, 0.096, 5.315], [-1.109, -2.156, 7.618], [-1.312, 0.570, 3.314], [-1.185, 0.141, 1.482], [1.305, 0.671, 1.232], [1.536, 0.668, 3.103], [0.536, 2.047, 4.483], [1.744, 3.363, 3.834], [7.216, -3.234, 4.508], [7.034, -4.251, 3.385], [6.026, -5.146, 3.850], [4.986, -4.324, 4.801], [3.842, -3.950, 4.000], [4.871, -5.020, 6.061], [5.907, -2.997, 5.023], [7.830, -3.645, 5.316], [7.661, -2.301, 4.153], [7.956, -4.792, 3.159], [6.663, -3.770, 2.474], [2.812, -10.324, 4.268], [2.680, -10.552, 5.771], [3.284, -9.411, 6.376], [3.053, -8.115, 5.412], [1.909, -7.383, 5.908], [4.334, -7.498, 5.161], [2.596, -8.927, 4.074], [3.822, -10.564, 3.919], [2.083, -10.905, 3.697], [3.176, -11.469, 6.098], [1.629, -10.579, 6.075], [10.395, 1.725, -0.023], [9.788, 0.416, 0.476], [9.027, -0.084, -0.621], [9.749, 0.361, -2.014], [10.556, -0.746, -2.477], [8.770, 1.023, -2.845], [10.744, 1.489, -1.386], [9.660, 2.536, 0.005], [11.278, 2.016, 0.552], [9.153, 0.558, 1.353], [10.569, -0.317, 0.707], [-7.902, -0.512, -3.553], [-6.685, 0.169, -2.934], [-5.892, -0.891, -2.404], [-6.085, -2.214, -3.338], [-4.980, -2.274, -4.269], [-6.461, -3.322, -2.490], [-7.406, -1.710, -4.149], [-8.631, -0.791, -2.785], [-8.388, 0.115, -4.305], [-6.958, 0.876, -2.147], [-6.092, 0.685, -3.697], [0.424, 6.984, 7.400], [-0.261, 5.645, 7.663], [0.787, 4.760, 8.053], [1.932, 5.611, 8.843], [1.705, 5.463, 10.264], [3.209, 5.350, 8.219], [1.433, 7.099, 8.401], [0.913, 6.991, 6.421], [-0.274, 7.823, 7.464], [-0.781, 5.263, 6.782], [-0.966, 5.720, 8.497], [-2.458, 5.777, 1.057], [-1.602, 6.984, 0.682], [-1.792, 7.154, -0.721], [-3.304, 6.685, -1.112], [-4.141, 7.862, -1.173], [-3.220, 5.722, -2.185], [-3.643, 5.891, 0.272], [-1.959, 4.840, 0.786], [-2.706, 5.761, 2.122], [-0.545, 6.832, 0.912], [-1.957, 7.890, 1.184], [-4.852, 0.234, -6.989], [-5.312, 0.944, -8.260], [-6.110, 2.036, -7.809], [-5.530, 2.560, -6.377], [-4.673, 3.697, -6.626], [-6.618, 2.587, -5.427], [-4.586, 1.273, -6.048], [-5.646, -0.400, -6.582], [-3.955, -0.369, -7.155], [-5.890, 0.289, -8.916], [-4.460, 1.353, -8.813], [3.154, -7.990, -2.477], [4.634, -8.149, -2.816], [4.668, -8.440, -4.211], [3.424, -7.680, -4.942], [3.919, -6.445, -5.507], [2.680, -8.654, -5.707], [2.577, -7.320, -3.596], [2.667, -8.965, -2.375], [2.999, -7.410, -1.564], [5.109, -8.949, -2.243], [5.178, -7.212, -2.653], [-9.963, 4.761, -1.778], [-9.047, 4.652, -2.994], [-8.150, 3.586, -2.691], [-8.924, 2.489, -1.766], [-9.398, 1.427, -2.626], [-8.132, 2.248, -0.582], [-10.199, 3.419, -1.356], [-9.468, 5.293, -0.958], [-10.907, 5.258, -2.015], [-8.497, 5.577, -3.186], [-9.613, 4.373, -3.889], [-12.879, 7.077, -5.979], [-11.662, 7.759, -5.360], [-10.869, 6.699, -4.830], [-11.062, 5.376, -5.764], [-9.957, 5.316, -6.695], [-11.438, 4.268, -4.916], [-12.383, 5.880, -6.575], [-13.608, 6.799, -5.211], [-13.366, 7.705, -6.730], [-11.935, 8.466, -4.573], [-11.069, 8.275, -6.122], [7.207, 5.803, -3.586], [8.424, 6.484, -2.967], [9.216, 5.424, -2.437], [9.024, 4.101, -3.372], [10.129, 4.041, -4.302], [8.648, 2.993, -2.524], [7.702, 4.605, -4.183], [6.478, 5.524, -2.818], [6.720, 6.430, -4.338], [8.150, 7.191, -2.181], [9.017, 7.000, -3.730]]
}

---

Entry 2:
{
  "formula": "C18H15ClN4O2S",
  "method": "wB97M-V/def2-TZVPD",
  "molar_mass_g_mol": 386.86,
  "charge": 0,
  "homo_energy_ha": -0.325,
  "smiles": "O=C(O)Cc1ccc(Nc2nc(-c3ccc(Cl)s3)nc(C3CC3)n2)cc1",
  "homo_lumo_gap_ev": 8.540,
  "species": ["O", "C", "O", "C", "C", "C", "C", "C", "N", "C", "N", "C", "C", "C", "C", "C", "Cl", "S", "N", "C", "C", "C", "C", "N", "C", "C", "H", "H", "H", "H", "H", "H", "H", "H", "H", "H", "H", "H", "H", "H", "H"],
  "positions_angstrom": [[-5.808, 5.045, 1.019], [-5.082, 4.186, 1.387], [-5.358, 2.874, 1.461], [-3.617, 4.607, 1.705], [-2.583, 3.631, 1.092], [-2.187, 3.793, -0.149], [-1.126, 2.952, -0.784], [-0.661, 1.921, -0.072], [0.335, 1.111, -0.543], [0.635, -0.212, -0.565], [1.616, -0.508, -1.381], [2.214, -1.678, -1.181], [3.020, -2.252, -2.246], [2.877, -1.842, -3.551], [3.692, -2.681, -4.500], [4.341, -3.701, -3.924], [5.541, -4.804, -4.593], [3.872, -3.823, -2.190], [2.011, -2.368, -0.104], [1.102, -1.953, 0.755], [0.659, -2.807, 1.882], [1.774, -3.571, 2.628], [0.789, -4.303, 1.759], [0.418, -0.886, 0.568], [-1.139, 1.613, 1.210], [-2.057, 2.491, 1.831], [-4.568, 2.304, 1.633], [-3.464, 4.904, 2.745], [-3.479, 5.560, 1.142], [-2.386, 4.646, -0.824], [-0.932, 3.040, -1.866], [0.931, 1.613, -1.094], [2.267, -0.913, -3.730], [3.824, -2.312, -5.556], [-0.049, -2.287, 2.445], [2.772, -3.374, 2.211], [1.914, -3.711, 3.780], [1.104, -4.638, 0.679], [-0.064, -4.785, 2.317], [-0.839, 0.748, 1.807], [-2.306, 2.368, 2.798]]
}

---

Entry 3:
{
  "formula": "C4H6N2",
  "method": "wB97M-V/def2-TZVPD",
  "molar_mass_g_mol": 82.11,
  "charge": 0,
  "homo_energy_ha": -0.289,
  "smiles": "NC1=CN=CC1",
  "homo_lumo_gap_ev": 8.758,
  "species": ["N", "C", "C", "N", "C", "C", "H", "H", "H", "H", "H", "H"],
  "positions_angstrom": [[-1.926, 0.323, -0.172], [-0.543, 0.237, -0.003], [0.340, 1.239, -0.243], [1.663, 0.798, -0.323], [1.622, -0.489, -0.225], [0.296, -0.964, 0.264], [-2.356, 1.123, 0.260], [-2.486, -0.506, -0.084], [0.107, 2.273, -0.462], [2.465, -1.138, -0.385], [0.932, -0.927, 1.233], [-0.114, -1.968, 0.139]]
}

---

Entry 4:
{
  "formula": "C4H4ClFO",
  "method": "wB97M-V/def2-TZVPD",
  "molar_mass_g_mol": 122.53,
  "charge": 0,
  "homo_energy_ha": -0.313,
  "smiles": "F/C=C\\O/C=C/Cl",
  "homo_lumo_gap_ev": 9.207,
  "species": ["F", "C", "C", "O", "C", "C", "Cl", "H", "H", "H", "H"],
  "positions_angstrom": [[0.200, 2.584, 0.654], [-0.729, 2.259, -0.364], [-0.603, 0.992, -0.845], [0.080, 0.180, 0.039], [0.285, -1.075, -0.017], [0.663, -1.824, 1.118], [1.231, -3.553, 0.879], [-1.079, 3.206, -0.941], [-1.024, 0.319, -1.655], [0.012, -1.742, -0.968], [0.965, -1.347, 2.101]]
}

---

Please write out number 4 again, unchanged.
{
  "formula": "C4H4ClFO",
  "method": "wB97M-V/def2-TZVPD",
  "molar_mass_g_mol": 122.53,
  "charge": 0,
  "homo_energy_ha": -0.313,
  "smiles": "F/C=C\\O/C=C/Cl",
  "homo_lumo_gap_ev": 9.207,
  "species": ["F", "C", "C", "O", "C", "C", "Cl", "H", "H", "H", "H"],
  "positions_angstrom": [[0.200, 2.584, 0.654], [-0.729, 2.259, -0.364], [-0.603, 0.992, -0.845], [0.080, 0.180, 0.039], [0.285, -1.075, -0.017], [0.663, -1.824, 1.118], [1.231, -3.553, 0.879], [-1.079, 3.206, -0.941], [-1.024, 0.319, -1.655], [0.012, -1.742, -0.968], [0.965, -1.347, 2.101]]
}

---

charge of number 4 (C4H4ClFO)?
0

---

charge of number 3 (C4H6N2)?
0